Entry 1:
# C13H28N4O7Sr

A structure of composition C13H28N4O7Sr in a non-equilibrium geometry (the ωB97M-V functional and the def2-TZVPD basis, OMol25).

**Gap between HOMO and LUMO (spin up / spin down)**: 5.805 / 7.144 eV
**LUMO energy (spin up / spin down)**: -1.3 / -0.3 eV

Each line ends with the natural charge from an NBO analysis.
Positions of all 53 atoms, in Å:
C  1.39181  -1.31467  2.17617  -0.068
H  0.94802  -2.06767  1.52376  0.219
H  -0.45666  -5.12604  -1.66729  0.217
N  -1.58204  1.45409  0.49053  -0.159
H  -0.20437  -1.57261  -4.07283  0.474
C  -0.98086  -4.37578  -1.06224  -0.668
H  2.04796  0.23029  4.48630  0.203
O  2.72110  -1.32820  -1.49677  -0.426
C  -2.14064  0.48960  -2.43901  -0.543
N  1.82963  -1.88950  -0.80774  -0.133
H  -2.51456  -0.12866  1.03875  0.517
C  1.03429  -0.01071  4.15138  -0.434
O  0.92852  -0.01588  1.72730  -0.578
H  -2.07795  0.22629  -3.48780  0.183
H  2.93037  -3.78940  -2.29474  0.238
O  -2.58454  0.83344  1.24772  -0.574
C  -1.38569  2.73463  0.77492  0.190
N  -0.59233  -2.10114  -0.14719  -0.146
H  0.66517  -0.20782  -3.60303  0.503
H  1.42732  -4.74758  -2.49984  0.209
H  -2.81513  4.27192  1.13477  0.237
H  -2.33634  1.55731  -2.27968  0.183
Sr  0.23688  0.18748  -1.22604  1.797
C  -0.12031  -3.19453  -0.83540  0.095
H  -0.84944  5.37190  0.36902  0.226
H  1.62315  -3.18982  -3.39842  0.263
H  -2.82913  -0.12697  -1.85581  0.190
H  -0.01856  -1.86511  3.72512  0.206
O  1.08571  1.14551  -3.28217  -1.258
O  1.47800  3.04397  -1.49727  -0.573
H  1.35539  1.71910  2.81486  0.177
C  1.20026  -3.00569  -1.32880  0.166
H  2.48311  -1.35665  2.04893  0.171
O  -1.79053  -2.15232  0.29361  -0.520
H  0.34157  0.18091  4.97111  0.217
N  0.44145  2.55538  -0.73803  -0.213
H  -1.26429  -4.80025  -0.08588  0.240
O  0.44081  -1.21190  -3.44394  -1.060
H  1.05007  1.60825  -4.13246  0.473
H  -2.89022  2.92485  2.28574  0.258
H  0.67685  5.17367  -0.55062  0.257
H  -1.60770  4.13365  2.38675  0.233
C  -2.22180  3.55160  1.70018  -0.691
C  0.71556  0.82360  2.90577  -0.067
C  1.00092  -1.45854  3.64942  -0.432
H  0.62237  4.95945  1.24077  0.239
C  0.08362  4.80084  0.29431  -0.685
H  1.67344  -2.12336  4.19608  0.218
H  -0.33783  1.14648  2.88223  0.174
H  -1.88605  -4.03721  -1.59087  0.231
C  1.83674  -3.73071  -2.45146  -0.688
C  -0.22041  3.34770  0.09064  0.189
H  1.43733  2.45684  -2.33081  0.522

Entry 2:
# C4H2AgFMgO4

A structure of composition C4H2AgFMgO4 in a non-equilibrium geometry (the ωB97M-V functional and the def2-TZVPD basis, OMol25).

**Gap between HOMO and LUMO**: 5.056 eV
**LUMO energy**: -11.0 eV
**Net charge**: +2

Each line ends with the natural charge from an NBO analysis.
Positions of all 13 atoms, in Å:
C  -1.62736  -0.25455  2.32583  0.996
H  0.17742  -1.99331  -0.83410  0.246
H  1.39518  -1.22027  -1.90375  0.264
O  -0.58197  -0.56080  -2.14336  -0.439
C  -1.14343  0.48715  -1.66131  0.261
C  0.72325  0.01625  -0.23705  0.162
O  -0.72091  0.19824  2.92145  -0.512
Ag  2.14383  -0.29705  2.12454  0.913
Mg  -2.38938  1.72566  -2.93179  1.725
C  0.51566  -1.04969  -1.27599  -0.231
F  1.53980  0.99469  -0.86924  -0.395
O  -1.88494  -1.23534  1.71209  -0.482
O  -0.71677  0.81505  -0.48356  -0.507

Entry 3:
# C3H8N2O2

A cluster of 2 separate species, C3H8N2O2 in total in a non-equilibrium geometry (the ωB97M-V functional and the def2-TZVPD basis, OMol25).

**Gap between HOMO and LUMO**: 8.976 eV
**LUMO energy**: 0.3 eV

Each line ends with the natural charge from an NBO analysis.
Positions of all 15 atoms, in Å:
O  -1.26158  0.52588  0.53677  -0.765
C  -0.37839  1.47871  0.35938  0.774
H  -2.05859  2.84573  0.04397  0.220
C  -0.95075  2.80460  -0.02441  -0.719
H  -0.81135  2.86608  -1.15886  0.222
H  0.71527  -1.99214  1.31836  0.379
O  0.88219  1.35111  0.38508  -0.724
N  0.07524  -1.54362  0.65577  -0.707
H  -0.56154  -0.57300  0.71731  0.461
H  -0.41512  3.56793  0.47014  0.228
H  -0.30588  -1.20186  -1.27865  0.216
N  1.26187  -2.65820  -1.11693  -0.781
H  1.73588  -3.22808  -0.43459  0.407
H  1.50213  -2.58865  -2.09422  0.423
C  0.30825  -1.83317  -0.62331  0.366

Number 1: E -1288.3192 Ha. Number 2: E -900.7089 Ha. Number 3: E -379.0951 Ha.